(1)
Below is a structure of composition C52H53N10S3Ti, with properties calculated with wB97M-V/def2-TZVPD.

Atoms and positions in Å:
Ti -1.5022 -0.8347 -0.0876
C -4.4417 -2.8447 2.9535
C -3.6327 -2.0219 2.0036
N -2.5882 -2.3103 1.3248
C -1.9130 -3.5747 1.3794
C -1.3573 -3.9154 0.0243
N -0.7143 -2.8033 -0.6546
C -0.5797 -3.0137 -2.1787
C 0.0420 -1.7500 -2.7835
N -0.6631 -0.7346 -1.9913
C 0.7449 2.1448 -1.7058
C 0.1007 2.0447 -0.2987
N -1.2166 1.3678 -0.1701
C -2.2752 2.0765 -0.0150
C -2.3598 3.4811 -0.3640
C -3.3491 1.3377 0.6924
C -4.4474 2.0239 1.2075
C -5.3297 1.3296 2.0690
C -5.1283 -0.0071 2.2846
C -4.0341 -0.6186 1.7258
N -3.1334 0.0578 0.9801
H -5.5036 -2.6727 2.6606
H -4.3318 -2.2913 3.9161
H -4.1467 -3.8997 3.0359
H -2.5763 -4.3797 1.7650
H -1.0746 -3.4796 2.1130
H -2.1856 -4.2539 -0.6120
H -0.7321 -4.8417 0.2055
H 0.2393 -2.7152 -0.2188
H -1.5947 -2.9500 -2.6009
H -0.1671 -3.9305 -2.4819
H -0.2783 -1.7909 -3.8287
H 1.1512 -1.6701 -2.8003
H -1.0025 0.0481 -2.5901
H 1.6258 2.7576 -1.5057
H 1.0500 1.1124 -1.8398
H 0.0134 3.0654 0.0253
H 0.7702 1.4756 0.3452
H -1.9492 3.7153 -1.3609
H -1.9750 4.2002 0.3784
H -3.3972 3.6900 -0.4201
H -4.6976 2.9649 0.8804
H -6.1258 1.8629 2.6160
H -5.7915 -0.5850 2.8947
N -0.4236 -0.7921 1.7047
S 0.6316 -0.5381 2.7167
N 2.1021 -0.9259 2.4426
S 2.6063 -1.1402 0.8760
N 1.8244 -1.1441 -0.3697
S 0.4226 1.8732 -4.0258
N -0.1242 2.6308 -2.7485
C -1.0261 1.1725 -4.8944
C -2.2808 1.3400 -4.2791
C -3.3330 0.6757 -4.9553
C -3.1331 -0.0688 -6.0812
C -1.8455 -0.2957 -6.5713
C -0.8016 0.3697 -5.9648
C 0.7431 3.1021 -5.2688
C 1.5054 2.9171 -6.4446
C 1.6570 3.9389 -7.3520
C 1.0455 5.1720 -7.0749
C 0.2419 5.3162 -6.0012
C 0.0736 4.2802 -5.0821
C 3.8583 0.0425 0.8740
C 4.8241 0.0046 1.8614
C 5.9434 0.8281 1.7431
C 6.0421 1.7252 0.6974
C 5.0117 1.8128 -0.2496
C 3.9975 0.9002 -0.2133
C 3.3924 -2.7979 1.1520
C 3.8103 -3.1245 2.4114
C 4.4551 -4.3511 2.6424
C 4.6107 -5.1987 1.5977
C 4.0756 -4.8937 0.3047
C 3.4874 -3.6805 0.1170
C 0.6590 1.2538 3.2366
C -0.6016 1.8728 3.4264
C -0.7228 3.2220 3.7094
C 0.4877 3.9815 3.7290
C 1.6749 3.3195 3.5909
C 1.8047 1.9686 3.3243
C 0.3320 -1.2561 4.3044
C 1.2616 -1.1292 5.3496
C 0.9690 -1.7054 6.5567
C -0.2759 -2.3280 6.7659
C -1.1651 -2.4159 5.7233
C -0.8735 -1.8526 4.4756
H -2.4114 1.9399 -3.4139
H -4.2819 0.6889 -4.3681
H -3.9644 -0.6306 -6.5361
H -1.6393 -0.9971 -7.3440
H 0.1822 0.1952 -6.3156
H 1.8891 1.9161 -6.6461
H 2.2334 3.7001 -8.2515
H 1.1466 6.0376 -7.7295
H -0.2286 6.2152 -5.7301
H -0.6876 4.4166 -4.2904
H 4.7470 -0.7300 2.6646
H 6.8564 0.6071 2.3220
H 6.9243 2.3493 0.5668
H 5.0485 2.5208 -1.0584
H 3.2646 0.7976 -1.0246
H 3.6326 -2.4460 3.1984
H 4.7259 -4.6716 3.6683
H 4.9562 -6.2597 1.7664
H 4.0735 -5.7399 -0.3488
H 3.1136 -3.3349 -0.8466
H -1.4314 1.2232 3.3395
H -1.7471 3.5523 3.8840
H 0.3797 5.0170 4.0142
H 2.5674 3.9030 3.6733
H 2.7584 1.4792 3.1012
H 2.2638 -0.6894 5.1003
H 1.6407 -1.6859 7.3743
H -0.4294 -2.8782 7.6946
H -2.1247 -2.8782 5.8078
H -1.5944 -1.9237 3.6791
N -4.6987 -1.5275 -1.4913
C -3.6516 -1.1147 -1.1889

Calculated values
gap between HOMO and LUMO (spin up / spin down): 6.67 / 6.21 eV
ΔE to the lowest compared entry with this formula, charge and spin: 360.4 kJ/mol
total charge: +1
highest occupied orbital energy (spin up / spin down): -0.352 / -0.382 hartree
E: -4604.4243 a.u.
spin multiplicity: 3

Mulliken atomic charge list, values in e, 8 entries: atom 1 (Ti): -0.238, atom 2 (C): -1.784, atom 3 (C): 0.663, atom 4 (N): 0.637, atom 5 (C): -0.606, atom 6 (C): -1.071, atom 7 (N): 0.584, atom 8 (C): -1.311

(2)
Below is a structure of composition C52H53N5O5P2Sn, with properties calculated with wB97M-V/def2-TZVPD.

Atoms and positions in Å:
Sn -0.4981 -25.3052 7.8514
O 1.5369 -29.0968 6.8448
C 0.8678 -28.3295 7.5318
O 0.8559 -26.9839 7.4085
C 0.0463 -28.9146 8.7381
C 0.4091 -28.1680 10.0255
C -0.1133 -28.9736 11.2064
C -1.6401 -28.7130 11.1804
C -1.8554 -27.9105 9.9259
O -0.6008 -26.9724 9.9797
C -1.5428 -28.8260 8.7258
C -2.2932 -28.3903 7.4197
O -3.0649 -29.2092 6.9042
O -2.0894 -27.1667 7.0816
H 0.3197 -29.9718 8.8081
H 1.4576 -27.8370 10.0941
H 0.1364 -30.0329 11.1104
H 0.2993 -28.6092 12.1507
H -2.2264 -29.6330 11.2004
H -1.9301 -28.1154 12.0564
H -2.7846 -27.3263 9.8815
H -1.8968 -29.8335 8.9553
C 0.1219 -23.2633 4.1907
N 0.5518 -24.2639 3.3458
C -0.0796 -25.5846 3.3734
P -0.9980 -26.0677 4.9128
C -2.6447 -25.4378 4.5182
C -3.3235 -24.6321 5.4567
C -4.5678 -24.0935 5.1416
C -5.1808 -24.3415 3.9109
C -4.5200 -25.1785 2.9869
C -3.2693 -25.7280 3.2844
C -1.0837 -27.8239 4.4788
C -2.2941 -28.4908 4.3167
C -2.2963 -29.8235 3.9207
C -1.1108 -30.5279 3.7507
C 0.1016 -29.8705 3.9756
C 0.1208 -28.5261 4.3348
C 1.4054 -24.0353 2.2167
C 2.2307 -22.8772 2.1184
C 3.0325 -22.6792 1.0131
C 3.0169 -23.5797 -0.0544
C 2.2165 -24.7202 0.0097
C 1.4219 -24.9723 1.1222
P 0.9161 -23.1984 6.4191
C 0.6048 -21.4016 6.4296
C -0.5696 -20.8165 5.8886
C -0.7461 -19.4457 6.0253
C 0.2248 -18.6226 6.6481
C 1.3891 -19.2093 7.1388
C 1.5915 -20.5797 7.0018
C 2.5668 -23.5612 5.8682
C 3.3780 -22.5512 5.3174
C 4.6712 -22.8763 4.9547
C 5.1536 -24.1885 5.0375
C 4.3209 -25.1940 5.5373
C 3.0287 -24.9022 5.9476
H -0.9274 -23.2214 4.5036
H 0.7013 -22.3453 4.1003
H 0.7308 -26.3084 3.2337
H -0.7577 -25.6810 2.5096
H -2.9085 -24.4678 6.4423
H -5.1017 -23.5216 5.8884
H -6.1256 -23.8856 3.6626
H -4.9743 -25.3651 2.0120
H -2.7939 -26.4052 2.5868
H -3.2225 -28.0052 4.6040
H -3.2466 -30.3262 3.8013
H -1.1387 -31.5758 3.4635
H 1.0383 -30.4064 3.9207
H 1.0608 -28.0390 4.5797
H 2.2317 -22.1418 2.9107
H 3.6452 -21.7904 0.9599
H 3.5976 -23.3978 -0.9531
H 2.2238 -25.4145 -0.8261
H 0.7963 -25.8523 1.1473
H -1.2948 -21.4120 5.3533
H -1.6510 -18.9794 5.6416
H 0.0431 -17.5561 6.7495
H 2.1196 -18.5853 7.6538
H 2.5350 -21.0280 7.2848
H 2.9923 -21.5438 5.1878
H 5.3254 -22.0845 4.5886
H 6.1662 -24.4107 4.7101
H 4.6670 -26.2197 5.6047
H 2.3878 -25.6658 6.3680
N -5.6579 -21.2891 7.7151
C -4.4629 -21.8320 8.0861
N -3.3759 -21.4781 7.3632
N -4.4740 -22.7067 9.0928
C -3.3787 -23.3263 9.4561
N -2.4576 -24.0044 9.8470
H -5.7505 -20.4880 7.1030
H -6.4326 -21.5353 8.3288
H -3.4289 -20.9247 6.5084
H -2.4777 -21.8911 7.6069
C 2.9241 -24.7942 9.3639
C 2.0488 -23.4859 9.3633
C 1.2715 -23.4791 10.7506
C 0.9151 -23.3916 8.2833
C 3.0277 -22.2538 9.4061
C 4.2468 -22.2601 8.6604
C 5.0971 -21.1545 8.6065
C 4.7746 -20.0027 9.3370
C 3.5944 -19.9662 10.0960
C 2.7350 -21.0750 10.1412
H 2.2810 -25.6696 9.4924
H 3.5842 -24.6998 10.2319
H 3.5231 -24.9171 8.4652
H 0.6469 -24.3644 10.8741
H 0.6088 -22.6118 10.8189
H 1.9810 -23.4430 11.5851
H 0.1423 -22.6711 8.6344
H 4.4735 -23.1360 8.0701
H 5.9818 -21.1706 7.9825
H 5.4303 -19.1287 9.3287
H 3.3395 -19.0680 10.6537
H 1.8369 -21.0086 10.7479

Calculated values
gap between HOMO and LUMO (spin up / spin down): 2.91 / 2.91 eV
ΔE to the lowest compared entry with this formula, charge and spin: 0.0 kJ/mol
total charge: -2
highest occupied orbital energy (spin up / spin down): 0.029 / 0.028 hartree
E: -3560.2303 a.u.

Mulliken atomic charge list, values in e, 8 entries: atom 1 (Sn): 1.278, atom 2 (O): -0.755, atom 3 (C): -0.639, atom 4 (O): 0.709, atom 5 (C): -0.108, atom 6 (C): 0.113, atom 7 (C): -1.073, atom 8 (C): -0.985